ORCA calculation (wB97M-V/def2-TZVPD) on 3 unconnected molecules or ions with the total composition C15H37BN4O4P in a non-equilibrium geometry.

The geometry in XYZ format:
```
62
C15H37BN4O4P wB97M-V/def2-TZVPD
C 1.925 -0.662 2.934
C 1.938 0.644 3.763
P 1.077 1.959 2.788
C 0.901 3.391 3.925
C 2.301 2.392 1.496
N 3.478 3.028 1.599
C 4.062 3.122 0.357
C 3.220 2.514 -0.517
N 2.126 2.071 0.212
B 0.984 1.327 -0.447
O -0.254 1.279 0.064
O 1.290 0.758 -1.638
C 1.070 -0.667 -1.690
H 1.811 -0.457 1.872
H 1.125 -1.306 3.272
H 2.879 -1.166 3.052
H 2.979 0.941 3.874
H 1.455 0.518 4.722
H 1.489 3.213 4.821
H 1.150 4.341 3.465
H -0.148 3.417 4.200
H 3.877 3.394 2.448
H 5.010 3.573 0.147
H 3.328 2.362 -1.571
H -0.312 1.498 1.018
H 0.035 -0.924 -1.486
H 1.717 -1.188 -0.987
H 1.315 -0.980 -2.697
C 0.801 -5.280 -6.353
C 1.659 -4.020 -6.403
C 1.603 -3.184 -5.117
O 0.423 -2.415 -4.956
C -0.682 -3.129 -4.429
N 1.289 -3.242 -7.588
H -0.259 -5.059 -6.475
H 1.082 -5.954 -7.161
H 0.936 -5.814 -5.410
H 2.699 -4.339 -6.525
H 2.418 -2.454 -5.155
H 1.775 -3.808 -4.229
H -0.370 -3.889 -3.706
H -1.267 -3.596 -5.224
H -1.330 -2.413 -3.923
H 1.926 -2.457 -7.689
H 0.388 -2.808 -7.406
C -2.762 0.645 4.389
C -2.908 2.061 3.840
C -4.363 2.530 3.702
O -5.045 1.989 2.592
C -5.597 0.696 2.784
N -2.183 2.151 2.563
H -2.999 -0.110 3.641
H -1.733 0.468 4.710
H -3.411 0.488 5.252
H -2.425 2.737 4.553
H -4.354 3.611 3.537
H -4.926 2.354 4.627
H -5.952 0.558 3.809
H -4.876 -0.086 2.534
H -6.443 0.599 2.106
H -2.199 3.118 2.245
H -2.744 1.660 1.869
```

Results
Gap between HOMO and LUMO ... 7.6 eV
Spin multiplicity ... 1
Net charge ... +1
Total energy ... -1479.7799 Ha
Energy above the lowest of the compared OMol25 structures with the same formula, charge and spin ... 0.0 kcal/mol
F_max ... 0.0286 hartree/bohr